{
  "formula": "C36H45NO3OsP2S",
  "method": "ωB97M-V with the def2-TZVPD basis set",
  "total_energy_ha": -2850.23884,
  "multiplicity": 5,
  "total_charge": 2,
  "gap_ha": [0.2321, 0.1447],
  "homo_energy_ev": [-12.75, -12.74],
  "elements": ["Os", "C", "C", "C", "C", "H", "H", "H", "C", "C", "H", "H", "C", "C", "N", "O", "H", "C", "H", "H", "H", "H", "C", "H", "C", "P", "C", "H", "H", "C", "H", "C", "C", "H", "C", "H", "C", "C", "O", "H", "C", "C", "H", "H", "H", "H", "H", "C", "H", "C", "C", "H", "H", "H", "H", "O", "H", "H", "P", "C", "C", "C", "H", "C", "H", "H", "H", "C", "H", "H", "H", "C", "H", "H", "C", "C", "C", "H", "H", "C", "H", "C", "H", "C", "H", "H", "C", "S", "H"],
  "xyz": [[-0.16, -0.03, 0.06], [2.45, 2.80, 1.61], [-1.95, -5.75, 0.46], [-2.75, -4.62, 0.55], [-0.84, -3.34, 1.25], [-3.80, -4.68, 0.32], [2.19, 1.82, -0.33], [1.80, -1.34, -1.90], [-2.20, -3.41, 0.93], [1.65, 2.12, 0.56], [4.32, 3.11, 0.57], [0.98, 3.03, 5.04], [-2.14, -1.79, 7.85], [-2.79, -2.29, 4.03], [-1.28, -0.90, 2.64], [1.09, -0.71, -1.73], [2.93, -0.11, -3.74], [-3.87, -0.17, 0.26], [-3.11, -0.42, -0.48], [0.29, 0.97, 3.88], [-5.51, -0.84, -0.93], [-1.97, 5.25, 2.87], [-1.90, 3.15, 2.48], [2.15, 2.41, 2.60], [3.26, -2.43, 4.69], [-0.11, -1.73, 1.68], [0.31, -0.74, -4.04], [-2.81, -2.53, 0.99], [0.12, -0.09, -4.90], [-0.59, -5.67, 0.73], [-2.39, -6.70, 0.17], [2.28, 0.67, -3.34], [-6.15, -0.05, 0.95], [-6.51, 0.85, 2.86], [-5.77, 0.55, 2.14], [-0.86, -1.51, 4.59], [3.33, -1.37, 3.79], [-5.21, -0.40, 0.00], [-0.62, 1.18, -1.45], [-2.12, -0.27, 4.42], [-1.27, 1.94, 2.77], [1.24, -2.06, 2.84], [-2.36, -3.24, 3.71], [-3.08, -1.80, 8.41], [2.33, -0.36, 2.16], [0.03, -6.55, 0.65], [-0.64, -1.17, -3.72], [-0.07, 1.27, -2.59], [2.67, 4.82, 2.38], [3.96, 2.61, 1.47], [-1.49, 4.31, 3.11], [-4.13, 1.25, 3.34], [4.47, 3.05, 2.32], [0.97, -1.54, -4.34], [4.18, -0.70, 3.81], [-0.24, 2.10, -3.44], [2.13, -4.12, 5.36], [1.03, -4.41, 1.33], [-1.68, 0.52, 1.74], [-0.03, -4.47, 1.12], [-3.39, -2.47, 5.43], [-3.47, 0.42, 1.46], [-4.19, -3.20, 5.39], [0.17, 3.06, 4.33], [-2.70, 3.17, 1.74], [-3.78, -1.53, 5.82], [0.33, -3.80, 3.70], [0.94, 0.08, -2.93], [-1.32, -1.99, 8.52], [-0.12, 5.18, 4.50], [-2.00, -0.83, 7.35], [-0.22, 1.90, 3.68], [-3.60, -2.03, 3.35], [-7.20, -0.23, 0.76], [-0.46, 4.27, 4.03], [2.09, 4.30, 1.62], [2.31, -1.18, 2.87], [2.32, 4.75, 0.66], [0.66, 2.54, 0.40], [-4.43, 0.78, 2.41], [4.06, -2.59, 5.39], [2.18, -3.29, 4.67], [1.03, 4.46, 1.84], [1.17, -3.12, 3.74], [2.77, 1.15, -2.50], [4.22, 1.56, 1.41], [-1.72, -1.20, 3.99], [-2.15, -3.11, 6.62], [2.13, 1.42, -4.12]],
  "lowdin_spin": [2.5397, 0.1002, 0.0018, 0.0000, 0.0070, 0.0000, 0.0491, 0.0022, 0.0044, 0.6754, 0.0003, 0.0001, 0.0001, 0.0052, 0.0537, 0.0478, 0.0003, 0.0091, 0.0093, -0.0003, 0.0001, 0.0000, 0.0001, 0.0267, -0.0001, 0.0356, 0.0009, 0.0000, 0.0003, 0.0015, 0.0001, 0.0012, 0.0007, 0.0000, 0.0001, 0.0010, 0.0012, 0.0008, 0.1847, -0.0001, 0.0044, 0.0015, 0.0000, 0.0000, 0.0128, 0.0001, 0.0000, 0.0165, 0.0055, 0.0032, 0.0015, 0.0002, 0.0000, 0.0004, 0.0001, 0.0386, 0.0000, 0.0000, 0.0222, -0.0002, 0.0016, 0.0020, 0.0006, 0.0003, 0.0000, 0.0000, 0.0001, 0.0090, 0.0000, 0.0001, 0.0000, 0.0030, 0.0000, 0.0000, 0.0031, 0.0410, 0.0098, 0.0006, 0.0553, 0.0002, 0.0000, 0.0000, 0.0005, -0.0004, -0.0003, 0.0004, 0.0056, 0.0012, 0.0000]
}